# C26H21Cl3N7O2RbSSi

A structure of composition C26H21Cl3N7O2RbSSi (ωB97M-V/def2-TZVPD, the Open Molecules 2025 dataset).

Last column: natural (NBO) charge in e.
Atoms and positions in Å:
Rb  1.06112  -0.18272  2.19034  0.9091
Cl  0.88597  -2.99855  7.14230  -0.5508
Cl  2.34702  -2.76798  4.18939  -0.5654
Cl  -0.12609  -4.90606  4.68171  -0.5520
S  -3.69994  2.22097  3.09629  -0.4389
Si  0.29522  -2.78954  5.04811  0.7122
O  4.83485  3.08764  1.58040  -0.7081
O  3.72907  1.12815  1.59478  -0.8021
N  3.28359  -0.64022  -0.35770  -0.3415
N  -2.77278  0.35149  1.46329  -0.5020
N  -2.01456  0.25773  3.68789  -0.8594
N  -2.02279  -0.77170  1.38000  -0.2475
N  -0.16918  -2.80050  1.15332  -0.4577
N  1.54273  2.44934  0.61005  -0.4293
N  2.04430  -1.10674  -0.55117  -0.3074
C  3.51988  -2.28446  -1.78483  -0.3759
C  -1.31081  -0.40982  -2.07448  -0.1449
C  2.17532  -2.10375  -1.41657  -0.0717
C  4.19587  -1.31569  -1.07155  -0.0529
C  -0.40511  4.63058  -1.66894  -0.2094
C  -1.02854  -2.53610  0.16023  0.2781
C  -0.77519  2.45207  0.02523  -0.1263
C  -1.24815  -3.44180  -0.88273  -0.2890
C  -2.24508  -0.64498  -1.06670  -0.0844
C  2.72789  2.99656  0.52933  0.1296
C  0.30232  -4.92554  0.16016  -0.2851
C  -1.78976  -1.26299  0.21270  0.0613
C  -3.94666  0.34490  -2.46168  -0.2326
C  0.70052  4.12677  -0.94420  -0.1073
C  3.87835  2.35376  1.31450  0.7413
C  -2.79115  0.83755  2.71321  0.2824
C  2.99777  4.14611  -0.25998  -0.2520
C  -1.68723  0.20509  -3.26019  -0.2404
C  -3.56860  -0.25760  -1.27091  -0.1715
C  0.51538  3.01148  -0.09711  0.1290
C  -1.83292  2.96334  -0.67070  -0.2074
C  1.99843  4.68859  -1.00323  -0.1488
C  -3.00722  0.58240  -3.45787  -0.2301
C  -0.57483  -4.65171  -0.87595  -0.1843
C  -1.64098  4.06082  -1.53742  -0.2140
C  0.46894  -3.96406  1.14778  0.0607
H  4.00290  4.54172  -0.24117  0.2363
H  -0.73826  -5.37453  -1.66741  0.1996
H  -0.94353  0.40846  -4.02135  0.2032
H  1.14844  -4.13855  1.97433  0.2191
H  -1.76027  -0.71142  3.54416  0.4126
H  -0.25128  5.48336  -2.32241  0.1924
H  3.93223  -3.01542  -2.45917  0.2103
H  -0.27312  -0.67456  -1.90533  0.2215
H  -2.80635  2.51215  -0.52699  0.2432
H  -3.30221  1.07370  -4.37787  0.1958
H  -2.24272  0.54049  4.62490  0.3961
H  3.45297  0.12604  0.33637  0.4601
H  5.24295  -1.07132  -1.00995  0.2106
H  -2.48246  4.45881  -2.09219  0.1996
H  -4.28685  -0.39982  -0.47667  0.2360
H  1.30967  -2.66567  -1.73250  0.2068
H  -0.94677  1.61547  0.68891  0.2199
H  -1.94994  -3.19020  -1.66647  0.2205
H  -4.97565  0.65216  -2.60684  0.2003
H  0.85222  -5.85580  0.20893  0.2088
H  2.17103  5.55209  -1.63839  0.1936

Computed properties:
* maximum force: 0.0031 hartree/bohr
* molar mass: 715.48 g/mol
* E_HOMO: -2.248 eV
* total charge: -2
* Kohn-Sham gap: 6.14 eV
* ΔE to the lowest compared entry with this formula, charge and spin: 0.00 kJ/mol